The following is a DFT calculation (wB97M-V/def2-TZVPD) of one molecule with the formula C3H7NO2S.

Positions of all 14 atoms, in Å:
C: -0.676 -1.222 -0.068
C: 0.250 -0.536 0.881
C: 1.193 0.321 0.102
H: -1.692 -0.580 -1.613
H: -1.297 -1.902 0.496
H: -0.159 -1.800 -0.852
H: -0.296 0.029 1.647
H: 0.872 -1.245 1.409
H: 1.384 2.257 -0.593
H: -1.074 1.477 -0.315
N: 0.743 1.551 -0.195
O: -1.493 -0.252 -0.724
O: -0.470 2.066 0.169
S: 2.716 -0.164 -0.343

Output
Total charge: 0
HOMO (eV): -8.364
Gap between HOMO and LUMO (eV): 8.9
Electronic energy (a.u.): -721.87000
F_max (eV/A): 2.0
SMILES: OCCC(=S)NO
Relative energy (zero: lowest compared OMol25 entry of this formula, charge and spin) (kJ/mol): 243.2



The following is a DFT calculation (wB97M-V/def2-TZVPD) of a 2-piece molecular cluster, C3H7NO2S overall.

Positions of all 14 atoms, in Å:
C: 0.235 -2.005 0.485
C: -2.847 -1.125 -0.520
C: 1.064 2.875 -1.757
N: -0.368 -1.404 -0.470
O: -1.311 0.268 1.197
O: 0.210 3.510 -1.275
S: -1.376 -0.001 -0.220
H: 0.749 -2.899 0.279
H: 0.395 -1.596 1.541
H: -3.598 -0.687 0.102
H: -2.595 -2.002 -0.082
H: -3.197 -1.399 -1.582
H: 1.493 2.082 -1.227
H: 1.569 3.162 -2.708

Output
Total charge: 0
HOMO (eV): -9.494
Gap between HOMO and LUMO (eV): 10.3
Electronic energy (a.u.): -721.81259
F_max (eV/A): 3.2
Relative energy (zero: lowest compared OMol25 entry of this formula, charge and spin) (kJ/mol): 394.0



The following is a DFT calculation (wB97M-V/def2-TZVPD) of a 2-piece molecular cluster, C3H7NO3 overall.

Positions of all 14 atoms, in Å:
O: -1.678 -0.012 -0.971
C: -0.590 0.438 -0.688
N: -0.038 0.122 0.546
C: 1.038 0.725 1.195
O: 1.123 0.758 2.392
C: 0.130 1.385 -1.600
H: -0.632 -0.341 1.227
H: 1.646 1.406 0.583
H: -0.246 2.384 -1.340
H: -0.156 1.131 -2.610
H: 1.190 1.504 -1.385
H: -0.359 -2.947 -1.298
H: -0.282 -2.076 -0.047
O: 0.023 -2.911 -0.417

Output
Total charge: 0
HOMO (eV): -10.761
Gap between HOMO and LUMO (eV): 11.4
Electronic energy (a.u.): -398.99754
F_max (eV/A): 1.9
SMILES: CC(=O)NC=O.O
Relative energy (zero: lowest compared OMol25 entry of this formula, charge and spin) (kJ/mol): 105.3



The following is a DFT calculation (wB97M-V/def2-TZVPD) of one molecule with the formula C3H7NO3.

Positions of all 14 atoms, in Å:
C: -0.538 0.635 -0.197
C: -1.196 -0.715 0.028
O: -2.498 -0.574 0.564
N: 0.808 0.511 -0.725
C: 1.888 0.071 -0.047
O: 1.624 -0.043 1.274
O: 2.983 -0.116 -0.519
H: -0.525 1.198 0.738
H: -1.106 1.196 -0.932
H: -0.625 -1.286 0.756
H: -1.244 -1.290 -0.913
H: -2.973 0.049 0.005
H: 0.948 0.698 -1.709
H: 2.454 -0.332 1.676

Output
Total charge: 0
HOMO (eV): -9.954
Gap between HOMO and LUMO (eV): 10.6
Electronic energy (a.u.): -399.01051
F_max (eV/A): 0.7
SMILES: O=C(O)NCCO
Relative energy (zero: lowest compared OMol25 entry of this formula, charge and spin) (kJ/mol): 71.3



The following is a DFT calculation (wB97M-V/def2-TZVPD) of one molecule with the formula C3H7NO3.

Positions of all 14 atoms, in Å:
C: -0.162 1.051 -0.923
C: -0.151 0.453 1.436
C: 0.611 0.273 0.136
N: -0.879 -1.535 -0.618
O: 0.401 1.578 -1.859
O: 1.914 0.458 0.093
O: 0.474 -1.186 -0.332
H: -1.313 0.903 -0.853
H: 0.332 0.185 2.488
H: -1.092 -0.211 1.291
H: -0.650 1.475 1.609
H: -0.849 -1.531 -1.620
H: -0.925 -2.445 -0.056
H: 2.287 0.531 -0.791

Output
Total charge: 0
HOMO (eV): -9.609
Gap between HOMO and LUMO (eV): 10.4
Electronic energy (a.u.): -398.87373
F_max (eV/A): 3.1
SMILES: C[C@](O)(C=O)ON
Relative energy (zero: lowest compared OMol25 entry of this formula, charge and spin) (kJ/mol): 430.4



The following is a DFT calculation (wB97M-V/def2-TZVPD) of one molecule with the formula C3H7NO3.

Positions of all 14 atoms, in Å:
C: 0.616 -0.678 -0.407
C: -0.907 -0.870 -0.409
O: -1.268 -1.878 -1.380
N: 1.047 0.622 0.118
C: 0.485 1.454 1.040
O: -0.825 1.287 1.272
O: 1.129 2.310 1.600
H: 1.094 -1.518 0.107
H: 1.029 -0.748 -1.417
H: -1.353 -1.203 0.511
H: -1.289 0.086 -0.770
H: -0.713 -1.701 -2.151
H: 2.034 0.795 0.063
H: -1.079 2.044 1.824

Output
Total charge: 0
HOMO (eV): -10.004
Gap between HOMO and LUMO (eV): 10.6
Electronic energy (a.u.): -398.99673
F_max (eV/A): 2.2
SMILES: O=C(O)NCCO
Relative energy (zero: lowest compared OMol25 entry of this formula, charge and spin) (kJ/mol): 107.5



The following is a DFT calculation (wB97M-V/def2-TZVPD) of one molecule with the formula C3H7NO3.

Positions of all 14 atoms, in Å:
O: 2.297 0.402 1.176
C: 1.309 0.718 0.678
O: 1.261 1.961 0.023
C: 0.204 -0.203 0.360
C: -0.226 -0.439 -1.137
O: -1.508 -1.416 -0.861
N: -0.977 0.272 1.231
H: 2.091 2.433 0.338
H: 0.404 -1.328 0.757
H: 0.530 -0.868 -1.756
H: -0.787 0.489 -1.575
H: -1.445 -2.089 -1.694
H: -1.768 0.527 0.593
H: -1.384 -0.459 1.865

Output
Total charge: 0
HOMO (eV): -9.698
Gap between HOMO and LUMO (eV): 10.3
Electronic energy (a.u.): -398.92436
F_max (eV/A): 5.4
SMILES: N[C@@H](CO)C(=O)O
Relative energy (zero: lowest compared OMol25 entry of this formula, charge and spin) (kJ/mol): 297.5



The following is a DFT calculation (wB97M-V/def2-TZVPD) of a 2-piece molecular cluster, C3H7NO3 overall.

Positions of all 14 atoms, in Å:
C: -0.889 -1.241 -0.087
C: -0.506 1.014 0.630
C: 1.067 0.023 0.442
N: 1.801 0.681 -0.501
O: 0.132 -1.347 -0.818
O: -2.115 -1.181 -0.609
O: 1.463 -0.553 1.407
H: -2.041 -0.990 -1.556
H: -0.909 -1.602 0.940
H: 2.737 0.315 -0.599
H: 1.345 0.875 -1.377
H: -1.314 0.766 1.319
H: 0.041 1.808 1.137
H: -0.812 1.432 -0.330

Output
Total charge: 0
HOMO (eV): -9.221
Gap between HOMO and LUMO (eV): 9.8
Electronic energy (a.u.): -398.92207
F_max (eV/A): 4.7
SMILES: CC(N)=O.O=CO
Relative energy (zero: lowest compared OMol25 entry of this formula, charge and spin) (kJ/mol): 303.5



The highest HOMO belongs to which entry?
number 1